C48H77BN11O8 | the ωB97M-V functional and the def2-TZVPD basis

Computed properties:
- F_max (eV/A) = 15.12
- orbital gap (eV) = 6.1957
- energy above the lowest of the compared OMol25 structures with the same formula, charge and spin (kJ/mol) = 5041.05
- molar mass (g mol⁻¹) = 947.025
- net charge = -1
- spin multiplicity = 1

Last column: Löwdin charge in e.
Element x y z (Å)
O: -2.95331 0.41561 -1.26590  -0.02
C: -1.83897 0.03056 -0.77695  -0.28
O: -0.73849 0.78866 -0.55479  0.13
B: 0.24407 0.09530 0.26180  -0.94
O: -0.14070 -1.25938 0.22503  0.18
C: -1.34031 -1.34501 -0.31584  -0.34
O: -2.05599 -2.36637 -0.49797  -0.16
O: 0.40716 0.67285 1.60653  0.18
C: 1.69149 1.08855 1.83884  -0.35
O: 2.14301 1.52235 2.90031  -0.06
C: 2.46881 0.82691 0.45553  -0.22
O: 1.55803 0.27953 -0.33064  0.20
O: 3.68155 1.07441 0.12662  -0.05
C: -3.20236 -2.99389 -1.60539  -0.07
C: -4.17515 -2.20375 -2.44427  -0.23
C: -5.56144 -2.84851 -2.54073  -0.13
C: -6.09809 -3.28519 -1.22305  -0.26
N: -6.51599 -3.61918 -0.22288  0.15
H: -2.27571 -2.43911 -1.45831  -0.04
H: -3.02108 -3.92488 -2.14251  0.09
H: -3.48079 -3.20633 -0.57318  0.11
H: -3.69505 -2.01406 -3.40428  0.02
H: -4.18270 -1.26211 -1.89531  0.05
H: -5.45999 -3.74731 -3.14898  0.12
H: -6.33908 -2.25712 -3.02408  0.12
C: 0.85896 1.91758 5.42825  -0.09
C: 0.31235 0.89591 4.45713  -0.21
C: -1.26357 0.93319 4.29505  -0.13
C: -1.75267 2.04286 3.51839  -0.20
N: -2.15634 2.88622 2.85440  0.09
H: 1.91486 1.70414 5.59444  0.07
H: 0.33206 1.96259 6.38138  0.08
H: 0.82951 2.83501 4.84040  0.07
H: 0.62860 -0.11149 4.72775  0.12
H: 0.81492 1.04025 3.50073  0.04
H: -1.82678 1.17912 5.19527  0.14
H: -1.63009 -0.00017 3.86772  -0.02
C: 2.10394 1.22589 -2.38902  -0.07
C: 3.64854 0.92969 -2.46730  -0.16
C: 4.53140 1.79228 -1.59629  -0.27
C: 4.42167 3.22912 -1.68420  -0.28
N: 4.32171 4.30310 -1.72105  0.19
H: 1.45329 0.55943 -2.95522  0.06
H: 1.99198 2.19282 -2.87956  0.08
H: 1.91904 1.31729 -1.31872  0.04
H: 4.16348 0.87579 -3.42648  0.12
H: 3.61913 -0.03292 -1.95682  0.09
H: 5.51080 1.58802 -2.02890  0.11
H: 4.46659 1.46739 -0.55785  -0.10
C: -0.86380 1.51103 -5.45776  -0.09
C: -1.63828 1.81540 -4.17596  -0.23
C: -1.50079 0.76546 -3.05283  -0.17
C: -2.00101 -0.51179 -3.35146  -0.11
N: -2.43303 -1.56436 -3.62195  0.15
H: -1.03832 0.53029 -5.90025  0.07
H: 0.17608 1.52920 -5.13155  0.06
H: -0.91199 2.19936 -6.30155  0.07
H: -2.66299 2.10555 -4.40809  0.11
H: -1.39670 2.78746 -3.74604  0.06
H: -2.02357 1.16918 -2.18575  0.05
H: -0.44536 0.59167 -2.84310  0.12
C: -2.51774 -0.95776 3.08715  -0.13
C: -2.70633 -1.74700 1.79208  -0.20
C: -4.09918 -2.43966 1.58738  -0.13
C: -4.22439 -3.47401 2.65621  -0.20
N: -4.33557 -4.37518 3.39943  0.12
H: -1.69970 -0.24434 2.98749  0.04
H: -2.48307 -1.52499 4.01729  0.13
H: -3.40546 -0.34346 3.23775  0.11
H: -1.94025 -2.52226 1.77868  0.12
H: -2.62630 -1.05753 0.95165  0.08
H: -4.24870 -2.95065 0.63626  0.06
H: -4.98643 -1.81160 1.66758  0.11
C: -0.71916 -5.50356 0.32830  -0.04
C: -0.74817 -3.93729 0.13890  -0.17
C: 0.54767 -3.19014 0.55007  -0.15
C: 1.75309 -3.91493 0.16851  -0.27
N: 2.73866 -4.47002 -0.01795  0.14
H: -1.31831 -5.94710 -0.46694  0.05
H: -1.21681 -5.79545 1.25310  0.06
H: 0.25324 -5.99602 0.33069  0.06
H: -1.57354 -3.36064 0.55644  0.08
H: -0.88904 -3.79554 -0.93262  0.05
H: 0.64463 -3.09276 1.63137  0.14
H: 0.64589 -2.18728 0.13449  0.00
C: -0.83628 3.94474 1.34738  -0.08
C: 0.00378 2.92342 0.50396  -0.17
C: -0.06387 3.40113 -1.02639  -0.07
C: -1.43865 3.37598 -1.65132  -0.17
N: -2.52900 3.35689 -2.08840  0.19
H: -0.32573 4.90758 1.32766  0.08
H: -0.97693 3.58617 2.36705  0.00
H: -1.78754 4.12974 0.84840  0.07
H: -0.49135 1.95901 0.61734  0.07
H: 1.02191 2.84287 0.88479  0.04
H: 0.56379 2.80751 -1.69103  0.07
H: 0.40929 4.38079 -1.09343  0.12
C: 2.56250 3.13548 1.72374  -0.11
C: 4.02483 3.08822 2.07827  -0.11
C: 4.80299 3.31732 0.72906  -0.18
C: 6.24426 3.07898 0.83879  -0.22
N: 7.37405 2.84697 0.91342  0.16
H: 2.10059 2.30896 1.18374  0.03
H: 2.27111 4.08421 1.27306  0.13
H: 2.07198 3.17999 2.69611  0.12
H: 4.41223 2.20429 2.58491  0.11
H: 4.15068 3.89373 2.80175  0.13
H: 4.62992 4.36912 0.50133  0.12
H: 4.54334 2.65790 -0.09910  0.03
C: 4.02909 -0.32994 2.13493  -0.06
C: 5.61370 -0.32842 2.13812  -0.14
C: 6.20251 0.50805 0.96018  -0.16
C: 5.89226 0.11359 -0.45891  -0.14
N: 5.73428 -0.24375 -1.56140  0.18
H: 3.67600 -1.08229 2.84020  0.10
H: 3.49615 -0.51352 1.20200  0.08
H: 3.65875 0.67134 2.35490  0.03
H: 5.91818 -1.33023 1.83518  0.10
H: 6.02933 -0.18633 3.13570  0.11
H: 7.25109 0.76111 1.11687  0.10
H: 5.66152 1.45004 1.05005  0.03
C: 1.83680 -3.47586 -3.73195  -0.07
C: 1.19322 -2.51266 -2.70826  -0.20
C: -0.29107 -2.45276 -2.70290  -0.18
C: -0.90083 -3.75016 -2.71179  -0.26
N: -1.45319 -4.74065 -2.75782  0.21
H: 1.72784 -4.51873 -3.43419  0.08
H: 2.84664 -3.23399 -4.06337  0.07
H: 1.40599 -3.36850 -4.72743  0.07
H: 1.51848 -1.47689 -2.80568  0.10
H: 1.57734 -2.76097 -1.71886  0.08
H: -0.63068 -2.06391 -3.66288  0.12
H: -0.60277 -1.94016 -1.79286  0.10
C: -2.83244 0.84611 1.86674  -0.20
C: -3.42826 1.83805 0.89122  -0.19
C: -4.88295 1.54809 0.50781  -0.12
C: -5.06712 0.21656 -0.09558  -0.09
N: -5.16681 -0.87625 -0.53888  0.18
H: -1.75432 1.00662 1.86749  0.09
H: -3.07268 -0.18948 1.62603  0.02
H: -3.32474 1.04045 2.81962  0.10
H: -2.80695 1.69140 0.00773  0.07
H: -3.38436 2.82703 1.34739  0.10
H: -5.24632 2.38437 -0.08942  0.12
H: -5.59913 1.64726 1.32350  0.12